No. 1
DFT (ωB97M-V/def2-TZVPD) results for the molecule C7H13NO2 at a distorted geometry.

## Properties
Frontier orbital gap = 0.351 Ha
F_max = 4.38 eV/Å
Total energy = -479.67062 Eh
M = 143.19 g/mol
Relative energy (zero: lowest compared OMol25 entry of this formula, charge and spin) = 79.0 kcal per mole
Spin multiplicity = 1

Structure (XYZ):
```
23
Properties=species:S:1:pos:R:3:forces:R:3
C 1.988 -1.109 0.635 0.49 0.98 -0.17
C 1.852 0.030 -0.521 1.20 -0.43 0.74
C 1.285 1.422 0.067 1.57 0.12 -1.32
N -0.056 1.819 -0.434 0.57 -1.19 1.64
C -1.139 0.876 -0.064 -1.30 1.46 -1.48
C -1.580 -0.280 -1.117 -0.57 -0.83 2.47
C -2.224 -1.284 -0.005 1.98 -1.45 -0.85
O -2.362 -0.622 1.281 1.25 1.07 0.05
C -1.256 0.303 1.415 0.23 -0.21 0.36
O -0.657 0.549 2.465 -2.38 -0.84 -3.58
H 2.294 -2.118 0.205 -0.52 1.31 0.62
H 1.064 -1.181 1.293 1.09 -0.09 -0.99
H 2.838 -0.731 1.318 -1.31 -0.78 -0.93
H 1.308 -0.341 -1.448 0.46 0.59 1.28
H 2.940 0.224 -0.855 -1.68 -0.31 0.35
H 1.391 1.414 1.199 -0.67 0.04 -1.45
H 2.017 2.233 -0.307 -1.21 -1.10 0.64
H -0.049 2.032 -1.437 -0.02 -0.40 0.68
H -2.071 1.561 -0.116 1.13 -1.15 0.47
H -2.337 0.146 -1.858 1.25 -0.79 0.97
H -0.775 -0.948 -1.557 -0.84 1.52 0.12
H -3.072 -1.935 -0.391 0.39 1.49 1.09
H -1.402 -2.061 0.233 -1.11 0.98 -0.72
```
Positions in Å, forces in eV/Å.

***

No. 2
DFT (ωB97M-V/def2-TZVPD) results for a structure of composition C53H35Cl2N4O4W at a distorted geometry.

## Properties
Frontier orbital gap (alpha / beta) = 0.185 / 0.211 Ha
F_max = 1.50 eV/Å
Net charge = +1
Total energy = -3547.84458 Eh
M = 1046.63 g/mol
Relative energy (zero: lowest compared OMol25 entry of this formula, charge and spin) = 122.6 kcal per mole
Spin multiplicity = 3

Structure (XYZ):
```
99
Properties=species:S:1:pos:R:3:forces:R:3
W 0.158 0.431 -0.509 0.37 0.03 0.47
C 3.257 6.484 3.227 0.02 -0.01 -0.01
C 1.993 5.958 3.458 -0.01 0.00 0.00
C 1.576 4.822 2.786 -0.03 -0.01 0.00
C 2.440 4.184 1.891 -0.03 0.08 0.05
C 3.704 4.726 1.653 0.01 -0.04 -0.06
C 4.109 5.871 2.318 0.00 0.02 0.03
C 1.983 2.971 1.203 -0.08 -0.01 -0.03
C 2.681 1.830 1.062 0.12 -0.08 0.05
C 4.057 1.586 1.447 0.01 0.03 0.02
C 4.456 0.483 0.797 0.03 -0.01 0.00
C 3.304 -0.025 0.076 -0.05 0.04 -0.12
N 2.218 0.731 0.278 0.17 -0.11 -0.11
C 3.362 -1.191 -0.740 0.04 -0.01 -0.01
C 2.225 -1.887 -0.993 -0.03 0.00 -0.14
C 2.136 -3.235 -1.543 0.07 0.06 0.00
C 0.899 -3.681 -1.292 -0.09 -0.01 0.04
C 0.188 -2.631 -0.564 0.31 0.12 -0.09
C -0.948 -2.817 0.195 -0.24 0.05 0.19
C -1.697 -4.100 0.181 0.00 0.01 0.01
C -1.118 -5.293 0.606 0.00 -0.01 0.00
C -1.854 -6.470 0.600 0.00 0.00 0.00
C -3.174 -6.463 0.172 0.00 0.00 -0.01
C -3.760 -5.276 -0.244 0.00 0.00 0.00
C -3.027 -4.099 -0.236 0.00 0.00 -0.01
C -1.336 -1.823 1.122 0.01 -0.20 -0.17
N -0.883 -0.570 1.051 0.00 0.08 0.14
C -1.352 0.130 2.136 0.04 -0.03 -0.14
C -1.103 1.470 2.182 -0.21 -0.24 -0.22
C -1.571 2.294 3.315 0.01 0.02 -0.01
C -2.391 3.410 3.143 0.03 -0.01 0.00
C -2.811 4.137 4.244 0.00 0.00 0.01
C -2.411 3.771 5.523 -0.01 0.00 0.00
C -1.593 2.666 5.701 0.00 -0.01 0.00
C -1.178 1.928 4.603 0.01 0.02 0.00
C -0.490 2.086 0.996 -0.29 1.19 0.86
C 0.699 1.998 -1.822 0.15 -0.03 -0.15
C 0.971 3.048 -1.056 -0.10 0.06 -0.08
C 0.719 2.957 0.426 -0.17 -0.05 -0.63
N -0.519 3.419 0.926 0.33 -0.64 0.20
C -2.148 -0.770 2.943 -0.02 -0.04 0.01
C -2.159 -1.966 2.309 -0.04 0.04 0.03
N 0.975 -1.496 -0.551 -0.13 -0.40 0.17
C 4.687 -1.715 -1.176 0.00 0.00 0.03
C 5.255 -1.254 -2.360 0.00 0.02 0.00
C 6.489 -1.736 -2.775 0.00 0.00 0.01
C 7.162 -2.677 -2.009 0.00 0.00 0.00
C 6.599 -3.139 -0.827 0.00 0.00 -0.01
C 5.365 -2.660 -0.412 -0.01 -0.01 -0.01
H 3.575 7.378 3.747 0.00 0.00 0.00
H 1.326 6.438 4.161 0.00 0.00 0.00
H 0.587 4.419 2.964 0.02 0.01 0.00
H 4.355 4.267 0.918 -0.02 0.02 0.02
H 5.086 6.290 2.121 0.00 0.00 0.00
H 4.628 2.214 2.111 -0.02 -0.02 -0.01
H 5.426 0.014 0.800 0.00 0.00 0.00
H 2.961 -3.759 -1.995 0.00 0.00 0.00
H 0.489 -4.654 -1.504 0.00 0.00 0.00
H -0.093 -5.295 0.957 0.00 0.00 0.00
H -1.397 -7.391 0.937 0.00 0.00 0.00
H -3.746 -7.381 0.168 0.00 0.00 0.00
H -4.790 -5.266 -0.576 0.00 0.00 0.00
H -3.481 -3.171 -0.566 0.00 0.00 0.00
H -2.700 3.702 2.150 -0.01 0.00 -0.01
H -3.456 4.994 4.103 0.00 0.00 0.00
H -2.738 4.347 6.379 0.00 0.00 0.00
H -1.272 2.380 6.694 0.00 0.00 0.00
H -0.524 1.074 4.737 0.00 0.00 0.00
H 0.852 2.033 -2.897 -0.11 0.07 0.01
H 1.376 4.009 -1.375 -0.05 0.03 0.02
H -2.643 -0.508 3.864 0.00 0.00 0.00
H -2.662 -2.872 2.607 0.01 0.00 0.00
H 4.726 -0.521 -2.956 0.00 0.00 0.00
H 6.923 -1.377 -3.698 0.00 0.00 0.00
H 8.123 -3.052 -2.334 0.00 0.00 0.00
H 7.121 -3.874 -0.228 0.00 0.00 0.00
H 4.922 -3.021 0.509 0.00 0.00 0.00
Cl 1.314 -0.855 -4.362 0.03 -0.01 0.04
C 0.500 -0.023 -5.698 0.02 0.01 -0.04
Cl -0.847 0.986 -5.160 -0.02 -0.02 0.05
H 0.113 -0.775 -6.374 0.00 0.00 0.00
H 1.225 0.614 -6.188 0.00 -0.01 -0.01
O -1.878 1.009 -0.919 -0.14 0.08 -0.11
C -2.023 0.058 -1.749 0.24 0.02 0.01
O -0.943 -0.596 -1.968 -0.12 -0.04 -0.21
C -3.299 -0.303 -2.340 -0.02 -0.02 -0.04
C -3.364 -1.407 -3.184 0.00 0.02 0.00
C -4.574 -1.808 -3.745 -0.01 0.01 -0.01
C -5.679 -1.055 -3.423 0.01 -0.01 -0.02
O -6.955 -1.246 -3.827 -0.02 0.00 0.01
C -7.718 -0.155 -3.294 0.01 -0.01 0.00
O -6.857 0.584 -2.429 -0.01 0.00 0.01
C -5.613 0.051 -2.580 0.00 0.00 -0.01
C -4.439 0.457 -2.015 0.02 0.00 0.00
H -2.454 -1.950 -3.402 0.01 -0.01 0.00
H -4.647 -2.660 -4.405 0.00 -0.01 0.01
H -8.557 -0.550 -2.724 0.00 0.00 0.00
H -8.051 0.483 -4.115 0.00 0.00 0.00
H -4.375 1.311 -1.356 0.00 -0.01 0.00
```
Positions in Å, forces in eV/Å.

***

No. 3
DFT (ωB97M-V/def2-TZVPD) results for a structure of composition C18H16AuBN3O2Se.

## Properties
Frontier orbital gap (alpha / beta) = 0.252 / 0.245 Ha
F_max = 0.53 eV/Å
Net charge = -1
Total energy = -3572.22927 Eh
M = 593.08 g/mol
Relative energy (zero: lowest compared OMol25 entry of this formula, charge and spin) = 0.2 kcal per mole
Spin multiplicity = 3

Structure (XYZ):
```
42
Properties=species:S:1:pos:R:3:forces:R:3
Au 1.136 0.741 -2.171 -0.37 0.32 -0.20
C 3.650 -1.852 0.270 -0.02 0.09 0.05
O 2.471 -1.065 0.328 0.00 -0.03 -0.11
C 2.218 -0.378 1.461 0.05 -0.13 -0.04
C 3.024 -0.424 2.595 -0.01 0.00 0.00
C 2.641 0.239 3.756 -0.04 0.02 -0.06
C 1.453 0.947 3.794 0.03 -0.02 -0.01
C 0.662 1.008 2.654 -0.06 0.10 -0.09
C 1.033 0.370 1.480 0.01 0.11 -0.09
N 0.253 0.526 0.281 -0.09 -0.13 0.39
N -0.968 0.395 0.537 0.09 0.08 0.08
C -1.945 0.652 -0.401 -0.21 -0.09 -0.01
C -1.758 1.357 -1.603 0.05 -0.02 0.01
O -0.636 1.862 -1.985 0.22 -0.10 -0.06
C -2.911 1.599 -2.437 0.12 -0.01 0.11
C -4.147 1.213 -2.063 -0.13 -0.08 0.05
C -4.379 0.544 -0.818 -0.02 0.06 -0.09
C -5.678 0.180 -0.414 0.00 -0.01 0.00
C -5.894 -0.451 0.783 0.05 0.01 0.01
C -4.796 -0.741 1.613 -0.03 0.00 -0.04
C -3.521 -0.401 1.238 0.00 0.00 -0.05
C -3.277 0.259 0.011 0.15 0.00 0.03
H 4.545 -1.229 0.335 0.00 0.00 -0.02
H 3.640 -2.350 -0.692 -0.01 0.02 -0.08
H 3.658 -2.596 1.071 0.00 -0.02 0.01
H 3.948 -0.984 2.580 0.00 -0.01 0.00
H 3.284 0.195 4.626 -0.01 0.00 0.00
H 1.146 1.464 4.695 0.00 0.00 -0.02
H -0.255 1.581 2.644 -0.01 -0.01 0.01
H -2.724 2.095 -3.381 0.01 0.03 0.03
H -4.997 1.399 -2.713 0.01 0.01 0.02
H -6.510 0.414 -1.070 0.01 -0.01 0.00
H -6.897 -0.723 1.088 0.00 -0.01 0.00
H -4.957 -1.244 2.559 0.00 0.01 0.00
H -2.679 -0.632 1.874 -0.02 0.00 0.01
B 5.442 -1.025 -3.100 0.02 0.00 0.01
C 4.005 -0.440 -2.765 0.11 -0.10 0.03
N 2.962 -0.045 -2.478 0.13 -0.07 -0.02
H 5.535 -2.087 -2.507 -0.03 0.05 -0.02
H 5.515 -1.181 -4.302 -0.03 0.02 0.08
H 6.265 -0.223 -2.698 -0.07 -0.04 -0.01
Se 0.443 1.034 -4.679 0.10 -0.05 0.09
```
Positions in Å, forces in eV/Å.

***

No. 4
DFT (ωB97M-V/def2-TZVPD) results for the molecule C5H8S2 at a distorted geometry.

## Properties
Frontier orbital gap = 0.299 Ha
F_max = 2.39 eV/Å
Total energy = -991.63808 Eh
M = 132.25 g/mol
Relative energy (zero: lowest compared OMol25 entry of this formula, charge and spin) = 30.2 kcal per mole
Spin multiplicity = 1

Structure (XYZ):
```
15
Properties=species:S:1:pos:R:3:forces:R:3
C -1.470 -0.307 1.462 -0.10 -0.17 0.38
C -1.088 0.036 -1.306 0.71 -0.81 -0.54
C -0.036 0.992 -0.885 -1.13 1.28 0.03
C 1.157 0.737 -0.383 1.16 2.01 0.57
C 1.779 -0.577 -0.109 0.26 -0.76 -0.01
H -2.043 0.642 1.495 0.48 -0.60 0.14
H -0.403 -0.159 1.761 -0.92 -0.09 -0.53
H -1.917 -1.042 2.163 0.19 0.58 -0.27
H -0.314 2.056 -1.019 0.09 -0.73 0.04
H 1.749 1.688 -0.048 -0.92 -1.93 -0.80
H 1.508 -1.401 -0.789 -0.26 0.54 0.02
H 1.406 -0.889 0.882 0.75 -0.11 -0.11
H 2.879 -0.506 -0.178 -0.51 -0.06 0.53
S -1.757 -1.100 -0.163 0.34 0.66 0.39
S -1.450 -0.169 -2.883 -0.14 0.19 0.16
```
Positions in Å, forces in eV/Å.

***

No. 5
DFT (ωB97M-V/def2-TZVPD) results for a cluster of 2 separate species, C2H2BrF3O in total at a distorted geometry.

## Properties
Frontier orbital gap = 0.353 Ha
F_max = 3.99 eV/Å
Total energy = -3026.17350 Eh
M = 178.94 g/mol
Relative energy (zero: lowest compared OMol25 entry of this formula, charge and spin) = 55.4 kcal per mole
Spin multiplicity = 1

Structure (XYZ):
```
9
Properties=species:S:1:pos:R:3:forces:R:3
C 2.015 -0.224 -0.332 -0.02 1.41 0.78
C -1.778 0.826 0.401 2.78 2.07 1.97
O 1.390 -1.208 -0.787 -0.69 -1.74 -1.41
F -1.460 -0.444 0.668 -0.27 -0.06 0.20
F -2.952 1.147 0.885 -1.68 -0.40 0.39
F -1.790 0.978 -0.896 -0.01 0.11 -1.30
Br 3.821 -0.591 0.221 0.48 -0.42 -0.15
H -1.049 1.582 0.930 -0.78 -1.74 -1.27
H 1.803 -2.067 -1.092 0.19 0.78 0.79
```
Positions in Å, forces in eV/Å.

***

No. 6
DFT (ωB97M-V/def2-TZVPD) results for a structure of composition CH3ClFN at a distorted geometry.

## Properties
Frontier orbital gap (alpha / beta) = 0.323 / 0.322 Ha
F_max = 3.56 eV/Å
Total energy = -654.54764 Eh
M = 83.49 g/mol
Relative energy (zero: lowest compared OMol25 entry of this formula, charge and spin) = 68.0 kcal per mole
Spin multiplicity = 1

Structure (XYZ):
```
7
Properties=species:S:1:pos:R:3:forces:R:3
C -0.215 0.704 -0.096 0.33 -0.77 -0.10
N 0.351 -0.451 0.566 -0.29 -3.43 -0.89
F 1.618 -0.793 0.148 -0.56 0.81 -0.20
Cl -0.761 -2.245 -0.208 1.21 2.27 0.78
H -1.237 0.430 0.263 0.29 1.45 -0.69
H 0.323 1.441 0.540 -0.78 0.37 -0.50
H -0.080 0.914 -1.213 -0.19 -0.70 1.61
```
Positions in Å, forces in eV/Å.

***

No. 7
DFT (ωB97M-V/def2-TZVPD) results for a structure of composition C6H8N2 at a distorted geometry.

## Properties
Frontier orbital gap = 0.313 Ha
F_max = 6.23 eV/Å
Total energy = -342.76177 Eh
M = 108.14 g/mol
Relative energy (zero: lowest compared OMol25 entry of this formula, charge and spin) = 108.0 kcal per mole
Spin multiplicity = 1

Structure (XYZ):
```
16
Properties=species:S:1:pos:R:3:forces:R:3
C 1.675 0.078 -0.827 5.26 -1.00 -3.18
C 0.768 0.989 1.431 2.70 -1.45 -2.22
C -1.139 0.140 1.313 -3.25 -3.94 -1.80
C -0.557 -0.088 -0.021 -2.36 1.36 3.27
C -1.176 -0.778 -1.120 -0.15 -4.30 -0.83
C -0.601 -1.114 -2.334 1.38 4.86 1.81
H 2.902 0.311 -0.635 -3.71 0.31 0.04
H 1.489 0.276 -2.021 0.73 0.68 3.51
H 1.824 -1.048 -0.941 -0.95 1.10 0.74
H 1.789 1.392 1.618 -1.25 -0.23 0.78
H -2.086 -0.271 1.932 1.77 0.83 -2.62
H -2.014 -1.556 -0.721 1.69 2.19 -1.02
H 0.340 -0.146 -2.614 -3.60 -4.05 -0.18
H -1.018 -1.875 -2.970 0.15 0.23 -0.41
N 0.686 0.480 0.110 -1.10 0.00 0.30
N -0.265 0.598 2.133 2.69 3.41 1.81
```
Positions in Å, forces in eV/Å.

***

> Which value of relative energy (zero: lowest compared OMol25 entry of this formula, charge and spin) does entry 4 give?

30.2 kcal per mole

***

Please write out number 3 again, unchanged.
DFT (ωB97M-V/def2-TZVPD) results for a structure of composition C18H16AuBN3O2Se.

## Properties
Frontier orbital gap (alpha / beta) = 0.252 / 0.245 Ha
F_max = 0.53 eV/Å
Net charge = -1
Total energy = -3572.22927 Eh
M = 593.08 g/mol
Relative energy (zero: lowest compared OMol25 entry of this formula, charge and spin) = 0.2 kcal per mole
Spin multiplicity = 3

Structure (XYZ):
```
42
Properties=species:S:1:pos:R:3:forces:R:3
Au 1.136 0.741 -2.171 -0.37 0.32 -0.20
C 3.650 -1.852 0.270 -0.02 0.09 0.05
O 2.471 -1.065 0.328 0.00 -0.03 -0.11
C 2.218 -0.378 1.461 0.05 -0.13 -0.04
C 3.024 -0.424 2.595 -0.01 0.00 0.00
C 2.641 0.239 3.756 -0.04 0.02 -0.06
C 1.453 0.947 3.794 0.03 -0.02 -0.01
C 0.662 1.008 2.654 -0.06 0.10 -0.09
C 1.033 0.370 1.480 0.01 0.11 -0.09
N 0.253 0.526 0.281 -0.09 -0.13 0.39
N -0.968 0.395 0.537 0.09 0.08 0.08
C -1.945 0.652 -0.401 -0.21 -0.09 -0.01
C -1.758 1.357 -1.603 0.05 -0.02 0.01
O -0.636 1.862 -1.985 0.22 -0.10 -0.06
C -2.911 1.599 -2.437 0.12 -0.01 0.11
C -4.147 1.213 -2.063 -0.13 -0.08 0.05
C -4.379 0.544 -0.818 -0.02 0.06 -0.09
C -5.678 0.180 -0.414 0.00 -0.01 0.00
C -5.894 -0.451 0.783 0.05 0.01 0.01
C -4.796 -0.741 1.613 -0.03 0.00 -0.04
C -3.521 -0.401 1.238 0.00 0.00 -0.05
C -3.277 0.259 0.011 0.15 0.00 0.03
H 4.545 -1.229 0.335 0.00 0.00 -0.02
H 3.640 -2.350 -0.692 -0.01 0.02 -0.08
H 3.658 -2.596 1.071 0.00 -0.02 0.01
H 3.948 -0.984 2.580 0.00 -0.01 0.00
H 3.284 0.195 4.626 -0.01 0.00 0.00
H 1.146 1.464 4.695 0.00 0.00 -0.02
H -0.255 1.581 2.644 -0.01 -0.01 0.01
H -2.724 2.095 -3.381 0.01 0.03 0.03
H -4.997 1.399 -2.713 0.01 0.01 0.02
H -6.510 0.414 -1.070 0.01 -0.01 0.00
H -6.897 -0.723 1.088 0.00 -0.01 0.00
H -4.957 -1.244 2.559 0.00 0.01 0.00
H -2.679 -0.632 1.874 -0.02 0.00 0.01
B 5.442 -1.025 -3.100 0.02 0.00 0.01
C 4.005 -0.440 -2.765 0.11 -0.10 0.03
N 2.962 -0.045 -2.478 0.13 -0.07 -0.02
H 5.535 -2.087 -2.507 -0.03 0.05 -0.02
H 5.515 -1.181 -4.302 -0.03 0.02 0.08
H 6.265 -0.223 -2.698 -0.07 -0.04 -0.01
Se 0.443 1.034 -4.679 0.10 -0.05 0.09
```
Positions in Å, forces in eV/Å.

***

> The lowest F_max belongs to which entry?

C18H16AuBN3O2Se

***

> Which of these has the lowest M?

CH3ClFN